Below is C16H24CeN8O3 as an isolated structure at a distorted geometry, with properties calculated with ωB97M-V/def2-TZVPD.

DFT total energy	-47936.5886	eV
HOMO (spin up / spin down)	-21.17 / -21.17	eV

ORCA input file:
```
! RIJCOSX wB97M-V def2-TZVPD def2/J DEFGRID3
* xyz 4 1
Ce 0.48719 -0.40527 -0.07418
C 3.59250 3.40324 0.27609
N 2.22111 3.56813 0.72621
C 1.88526 4.91715 1.13274
C 1.37519 2.57296 0.65193
O 1.67960 1.44425 0.14985
C -0.04389 2.72846 1.22961
O -0.71842 1.46298 1.14477
C -1.46383 1.08244 2.31121
C -1.10642 -0.37153 2.67780
O -0.34340 -1.00704 1.88073
N -1.55536 -0.89246 3.78856
C -2.49191 -0.26238 4.69362
C -1.15514 -2.22679 4.19826
H 4.27168 3.75975 1.05159
H 3.76435 3.98485 -0.63095
H 3.79745 2.35231 0.07856
H 2.70332 5.33650 1.71657
H 0.97966 4.96713 1.72685
H 1.75944 5.54659 0.24937
H -0.62250 3.47618 0.66782
H 0.03975 3.04685 2.27600
H -2.53687 1.18143 2.08900
H -1.21437 1.73412 3.15682
H -2.85011 0.69440 4.33229
H -2.02589 -0.12340 5.66979
H -3.34963 -0.92244 4.83286
H -0.32668 -2.57858 3.58664
H -1.99441 -2.91617 4.09910
H -0.84483 -2.20145 5.24302
N 2.91052 -2.06096 -0.26037
C 2.33650 -2.48825 -1.47782
N 3.00090 -3.07617 -2.42116
C 2.31443 -3.35225 -3.56678
N 2.90505 -4.01011 -4.52764
N 1.03768 -2.93306 -3.75969
C 0.44972 -2.33759 -2.76697
N 1.02617 -2.14542 -1.55178
C -0.90163 -1.75527 -2.90686
C -1.74921 -2.14822 -3.93290
C -2.99933 -1.55153 -4.03005
C -3.33935 -0.57508 -3.10197
C -2.43523 -0.23678 -2.10353
N -1.22896 -0.81131 -1.98225
H 3.93439 -2.07937 -0.31113
H 2.64197 -2.68758 0.51173
H 3.86218 -4.32478 -4.43303
H 2.40113 -4.21144 -5.38352
H -1.42377 -2.91379 -4.62071
H -3.69043 -1.83977 -4.80725
H -4.29567 -0.07913 -3.14622
H -2.67515 0.53039 -1.36471
*
```



Below is C16H24F18MnO12P3 as an isolated structure at a distorted geometry, with properties calculated with ωB97M-V/def2-TZVPD.

DFT total energy	-149664.4575	eV
energy above the lowest of the compared OMol25 structures with the same formula, charge and spin	1203.0	kJ/mol
HOMO (spin up / spin down)	-9.40 / -9.40	eV

ORCA input file:
```
! RIJCOSX wB97M-V def2-TZVPD def2/J DEFGRID3
* xyz -1 6
Mn -0.47110 -4.34088 2.23596
P -0.48002 -0.84225 -0.77983
F -0.31915 -1.24798 0.75158
F -2.09401 -1.15992 -0.54566
F -0.62137 0.69147 -0.35545
F -0.65086 -0.74204 -2.41022
F 1.10794 -0.71849 -0.90259
F -0.23553 -2.47563 -0.92053
P 3.79756 -5.16177 1.07585
F 3.72767 -5.91927 2.52152
F 2.37242 -5.76305 0.72231
F 3.09558 -3.95314 1.88388
F 3.72436 -4.38984 -0.31239
F 5.31276 -4.67605 1.34234
F 4.22100 -6.55606 0.46956
P -0.64224 -3.47708 6.70024
F 0.24630 -2.19340 6.88043
F -0.00628 -3.95930 8.08330
F -1.83472 -2.81249 7.51708
F -1.42321 -4.87466 6.65073
F -1.31330 -3.02947 5.28178
F 0.50061 -4.20303 5.85500
C -3.84274 2.99939 3.96842
C -5.34450 3.60352 3.84313
C -6.52504 2.66859 3.66683
O -7.35868 2.97056 4.76447
C -6.82111 3.89037 5.57128
O -7.13004 4.19342 6.69952
O -5.66616 4.26582 5.08049
H -2.99461 3.68273 4.01117
H -3.66924 2.72950 2.92672
H -3.59756 2.10239 4.53709
H -5.36843 4.26501 2.97713
H -6.09920 1.69506 3.90972
H -6.82615 2.67333 2.61926
C -0.55863 -4.97339 -7.35330
C 0.69777 -5.18982 -6.49041
C 0.98797 -6.67434 -6.13942
O 2.36400 -6.73662 -6.41853
C 2.75545 -5.74936 -7.07948
O 3.85972 -5.54811 -7.38268
O 1.78491 -4.86098 -7.28348
H -0.67128 -5.81127 -8.04132
H -0.55686 -4.01697 -7.87614
H -1.52540 -5.02299 -6.85231
H 0.63711 -4.63493 -5.55419
H 0.58736 -7.33540 -6.90793
H 0.66830 -6.67309 -5.09735
C 5.93524 1.38741 3.17493
C 5.09102 2.65323 3.10067
C 3.57716 2.61743 3.70064
O 3.69837 3.65831 4.64767
C 4.79677 4.41613 4.42303
O 5.04876 5.45900 4.95988
O 5.66815 3.79411 3.67657
H 5.42874 0.49140 2.81616
H 6.02962 1.24629 4.25163
H 6.85494 1.42225 2.59093
H 4.87669 2.90900 2.06301
H 3.25278 1.69480 4.18190
H 2.81196 2.69102 2.92788
C -0.68329 5.65362 -6.27799
C -1.36345 4.84165 -5.18208
C -1.29968 5.46481 -3.80568
O -2.60024 5.28277 -3.30324
C -3.42958 4.98307 -4.24800
O -4.66083 4.72025 -4.07366
O -2.77220 4.83774 -5.39454
H 0.39129 5.47602 -6.32075
H -0.81906 6.73145 -6.18895
H -1.02807 5.47021 -7.29563
H -1.02261 3.81055 -5.27577
H -1.09230 6.53470 -3.78526
H -0.49156 5.04468 -3.20691
*
```



Below is C16H24F24Na2O12P4 as an isolated structure at a distorted geometry, with properties calculated with ωB97M-V/def2-TZVPD.

DFT total energy	-152791.3376	eV
HOMO	-7.15	eV

ORCA input file:
```
! RIJCOSX wB97M-V def2-TZVPD def2/J DEFGRID3
* xyz -2 1
Na -12.73025 12.15543 1.15466
Na -11.10866 16.45648 2.15732
P -9.78609 13.85262 0.59643
F -9.27874 15.41309 0.87092
F -8.93335 13.45278 1.91092
F -11.17079 14.14486 1.48276
F -10.27389 12.34330 0.46266
F -10.68160 14.24115 -0.69168
F -8.49868 13.48739 -0.22132
P -14.45633 15.71608 1.00631
F -13.40633 16.44136 -0.00320
F -15.19032 15.04488 -0.21216
F -13.63982 14.35036 0.99078
F -15.44073 14.92634 2.05874
F -13.49947 16.06297 2.33107
F -15.33161 17.09492 1.10585
P -13.21848 11.52533 -2.31978
F -12.26601 11.49342 -0.99748
F -11.99195 11.07779 -3.29487
F -13.87350 10.03644 -2.23056
F -14.12967 11.77006 -3.67682
F -14.55205 11.93182 -1.48014
F -12.83803 13.14824 -2.46436
P -12.50233 11.06854 4.09717
F -13.55618 12.17166 3.47393
F -12.51521 10.24923 2.67706
F -11.55343 12.14080 3.44954
F -11.23609 10.26174 4.70077
F -12.61901 11.97563 5.37580
F -13.69089 10.02680 4.62057
C -7.48290 11.66268 -3.48599
C -7.44711 13.21336 -3.62654
C -8.71340 14.07253 -3.52752
O -8.19136 15.29382 -3.02149
C -7.01602 15.00869 -2.49079
O -6.46057 15.74154 -1.70013
O -6.65911 13.69381 -2.62907
H -8.02055 11.12071 -4.26172
H -7.64928 11.37210 -2.44776
H -6.45984 11.28121 -3.52815
H -6.93488 13.45301 -4.56375
H -9.36211 13.58578 -2.79900
H -9.05721 14.24809 -4.54513
C -11.07720 16.88746 -2.83556
C -10.91531 17.95977 -1.79132
C -9.38203 18.21972 -1.52452
O -9.38066 19.66548 -1.65950
C -10.54302 20.09160 -2.25539
O -10.66304 21.20826 -2.67824
O -11.45777 19.13073 -2.23970
H -10.50977 17.00328 -3.76022
H -12.11950 16.59822 -2.96754
H -10.61502 15.95898 -2.49328
H -11.39485 17.59623 -0.88449
H -8.82758 17.60464 -2.23305
H -9.03695 17.88479 -0.54714
C -9.28814 9.32056 -0.22712
C -8.51974 9.67751 1.05867
C -9.37636 9.51357 2.31020
O -8.37628 9.09843 3.28580
C -7.43608 8.36858 2.59127
O -6.61388 7.61613 3.10991
O -7.54884 8.64300 1.22975
H -10.35726 9.49127 -0.10179
H -9.12264 8.28444 -0.51676
H -8.93198 10.01888 -0.98452
H -8.04120 10.65645 1.06799
H -10.26986 8.89134 2.28364
H -9.70123 10.52076 2.57150
C -9.10902 11.99092 6.29767
C -7.85802 12.03612 5.44052
C -7.23032 13.44018 5.25748
O -6.07863 13.37449 6.00576
C -5.82459 12.11465 6.47499
O -4.81619 11.75580 7.02805
O -6.84785 11.30538 6.17734
H -9.38319 11.06560 6.80060
H -9.90607 12.33860 5.63817
H -9.09788 12.73888 7.09360
H -7.99797 11.47800 4.51520
H -7.83097 14.08787 5.90102
H -7.25955 13.82589 4.23927
*
```



> Which of these has the highest DFT total energy?

C16H24CeN8O3



> Among the records above, which one has the lowest DFT total energy?

C16H24F24Na2O12P4